[1]
The following is a DFT calculation (ωB97M-V/def2-TZVPD) of a cluster of 3 separate species, C16H33N2O4PS in total.

Output
Kohn-Sham gap = 6.63 eV
calculated total energy = -1779.397667 Ha
largest force on an atom = 2.04 eV Å⁻¹

XYZ file:
```
57
Properties=species:S:1:pos:R:3:forces:R:3
O 4.2113 -2.0076 -3.2043 0.81 -0.16 0.16
C 5.4014 -1.9942 -3.1836 -0.48 -0.42 0.32
O 6.1629 -1.2110 -2.3262 -0.85 1.09 -0.16
C 7.3410 -0.9498 -2.9872 1.13 -0.32 -0.56
O 8.0044 0.0303 -2.8801 -0.43 -0.34 0.44
C 7.5756 -2.1138 -3.9107 0.02 1.06 -0.38
P 9.1781 -2.5111 -4.5949 1.36 -0.62 1.38
S 10.3515 -3.1675 -3.1741 -0.28 0.05 -0.28
C 6.4103 -2.7259 -4.0250 0.16 -0.64 -0.16
O 6.1695 -3.8223 -4.7648 -0.18 0.33 -0.16
H 9.7061 -1.3475 -5.1703 -0.52 0.03 -0.38
H 8.9834 -3.4671 -5.5997 -0.38 0.39 -0.28
H 6.0314 -4.5548 -4.1611 -0.36 -0.44 0.04
C -2.0541 -0.2413 -1.1296 -0.05 -0.02 -0.04
C -0.9259 0.5175 -1.8099 -0.09 -0.15 -0.07
N 0.2184 0.7426 -0.9482 0.10 0.11 0.05
C 1.1889 1.6617 -1.5174 0.03 0.21 -0.05
C 1.9292 1.2412 -2.7944 0.12 0.05 0.03
C 0.7715 -0.4436 -0.3182 -0.07 -0.23 0.16
C 1.2764 -1.5717 -1.2283 0.10 -0.03 0.11
H -2.3953 0.2819 -0.2367 0.06 0.00 0.04
H -2.8994 -0.3307 -1.8133 -0.01 0.02 -0.01
H -1.7607 -1.2532 -0.8482 0.00 0.00 0.01
H -1.3109 1.4946 -2.1135 0.10 0.05 -0.02
H -0.6573 -0.0114 -2.7385 -0.03 0.00 -0.01
H 1.9243 1.9058 -0.7464 0.00 -0.09 0.05
H 0.6643 2.6004 -1.7217 -0.09 -0.04 -0.01
H 2.7120 0.5116 -2.5923 -0.05 -0.07 -0.02
H 2.4137 2.1139 -3.2377 -0.01 0.01 0.02
H 1.2564 0.8281 -3.5461 -0.03 -0.02 0.01
H 0.0121 -0.8555 0.3511 -0.06 0.04 -0.05
H 1.5790 -0.1303 0.3478 0.05 0.11 -0.08
H 0.6039 -1.7620 -2.0658 -0.03 0.03 0.00
H 1.3527 -2.4992 -0.6565 -0.02 0.00 0.02
H 2.2667 -1.3634 -1.6249 -0.02 0.02 -0.12
C -4.9177 2.6936 5.7489 0.01 0.04 0.01
C -4.1258 1.6963 4.9175 0.01 0.18 0.01
N -4.9439 0.6510 4.3328 -0.02 -0.12 -0.03
C -4.1611 -0.4221 3.7448 0.13 -0.17 0.06
C -3.2783 -0.0998 2.5322 -0.02 -0.11 -0.03
C -6.0769 1.1081 3.5473 -0.21 0.13 -0.01
C -5.8000 2.0091 2.3349 -0.09 -0.04 -0.05
H -5.4584 2.1919 6.5520 -0.04 -0.03 -0.03
H -4.2359 3.4163 6.1982 0.02 0.00 0.01
H -5.6327 3.2565 5.1484 0.00 0.00 0.00
H -3.3947 1.2168 5.5734 0.04 -0.09 -0.07
H -3.5471 2.2511 4.1618 0.02 0.02 0.02
H -4.8384 -1.2391 3.4825 -0.08 0.06 -0.02
H -3.5192 -0.8249 4.5345 0.00 0.09 0.05
H -3.8622 -0.0028 1.6187 -0.02 0.08 0.00
H -2.5692 -0.9144 2.3695 0.00 -0.01 0.01
H -2.6954 0.8109 2.6719 -0.02 0.02 0.01
H -6.7583 1.6375 4.2169 0.06 0.02 0.04
H -6.6408 0.2307 3.2218 0.10 -0.08 -0.01
H -5.0467 2.7682 2.5485 0.01 0.00 0.03
H -6.7149 2.5312 2.0480 -0.01 0.00 0.02
H -5.4751 1.4393 1.4662 0.10 0.02 0.00
```
Forces are in eV/Å.

[2]
The following is a DFT calculation (ωB97M-V/def2-TZVPD) of an isolated molecule of C16H33NO3.

Output
Kohn-Sham gap = 10.24 eV
energy above the lowest of the compared OMol25 structures with the same formula, charge and spin = 1.00 kJ/mol
calculated total energy = -909.940026 Ha
largest force on an atom = 0.71 eV Å⁻¹

XYZ file:
```
53
Properties=species:S:1:pos:R:3:forces:R:3
C -0.7699 -3.2383 0.1359 -0.11 -0.13 0.20
C -2.0203 -3.5338 0.9569 -0.10 0.09 -0.21
C -2.9800 -2.3438 1.0172 0.20 -0.10 0.26
C -2.4824 -1.2330 1.9405 -0.28 0.03 -0.08
C -3.4517 -0.0524 2.0382 0.06 -0.03 -0.12
C -3.5310 0.8100 0.7767 0.16 0.05 0.29
C -2.2453 1.5910 0.5139 -0.35 -0.08 -0.33
C -2.3196 2.3824 -0.7894 0.22 0.15 0.26
C -1.0269 3.1262 -1.1346 -0.14 -0.15 -0.22
C 0.1778 2.1895 -1.3020 -0.01 0.17 0.02
C 1.0548 2.0828 -0.0387 -0.11 -0.18 -0.14
C 1.5075 0.6571 0.1874 0.34 0.30 0.10
O 0.6732 -0.2086 0.4247 -0.40 -0.20 -0.04
N 2.8262 0.3448 0.1713 0.12 -0.23 0.22
C 3.8874 1.2056 -0.3095 0.07 0.44 -0.56
H 3.8711 2.1650 0.2168 0.07 -0.05 -0.01
H 4.8350 0.7131 -0.0841 -0.06 0.06 0.02
C 3.8309 1.4654 -1.8293 0.08 0.22 0.44
O 4.0285 0.3176 -2.6004 0.00 -0.48 -0.11
H 3.2931 -0.3003 -2.4493 -0.05 0.11 -0.05
H 2.8794 1.9459 -2.0873 0.07 0.07 0.06
H 4.6452 2.1487 -2.0877 -0.12 0.05 0.05
C 3.1718 -1.0140 0.5579 -0.21 -0.36 -0.08
H 4.1280 -1.0095 1.0843 -0.02 0.02 -0.02
C 3.2347 -1.9731 -0.6445 0.29 -0.05 0.40
H 3.1623 -3.0063 -0.2791 0.09 0.10 -0.02
H 4.1774 -1.8604 -1.1862 -0.06 -0.04 0.09
O 2.2175 -1.6978 -1.5777 -0.31 -0.05 -0.26
H 1.3777 -1.6389 -1.0972 0.01 0.09 -0.05
H 2.3895 -1.3520 1.2434 0.22 0.02 -0.06
H 1.8795 2.7898 -0.0807 0.00 0.05 0.05
H 0.4422 2.3249 0.8324 0.08 -0.02 0.02
H -0.1884 1.1957 -1.5659 0.03 -0.03 -0.04
H 0.7939 2.5384 -2.1332 0.00 -0.08 0.00
H -1.1903 3.6663 -2.0700 0.02 0.08 0.05
H -0.8129 3.8710 -0.3652 0.02 0.11 0.01
H -3.1361 3.1072 -0.7276 -0.08 -0.03 -0.05
H -2.5548 1.6955 -1.6065 -0.05 -0.02 -0.06
H -2.0653 2.2754 1.3476 0.09 0.02 0.09
H -1.4144 0.8908 0.4607 0.13 0.01 0.08
H -3.7509 0.1781 -0.0853 -0.07 0.00 -0.10
H -4.3620 1.5130 0.8842 -0.05 -0.01 -0.09
H -3.1468 0.5840 2.8733 -0.07 0.04 0.06
H -4.4499 -0.4361 2.2665 -0.02 0.01 0.10
H -2.3502 -1.6516 2.9421 0.08 -0.03 0.01
H -1.5092 -0.8817 1.6019 0.14 0.01 0.06
H -3.9536 -2.6888 1.3764 -0.07 0.05 -0.05
H -3.1185 -1.9548 0.0073 -0.10 0.01 -0.10
H -2.5395 -4.3885 0.5152 0.02 -0.05 0.08
H -1.7321 -3.8139 1.9731 -0.04 -0.07 0.04
H -0.0901 -4.0882 0.1587 0.12 -0.05 -0.07
H -1.0382 -3.0425 -0.9007 0.01 0.04 -0.15
H -0.2545 -2.3668 0.5279 0.13 0.09 -0.01
```
Forces are in eV/Å.

[3]
The following is a DFT calculation (ωB97M-V/def2-TZVPD) of a structure of composition C16H34BF10N4O5PS6Sr.

Output
Kohn-Sham gap = 8.51 eV
energy above the lowest of the compared OMol25 structures with the same formula, charge and spin = 0.00 kJ/mol
calculated total energy = -5010.416649 Ha
largest force on an atom = 4.05 eV Å⁻¹

XYZ file:
```
78
Properties=species:S:1:pos:R:3:forces:R:3
Sr -0.3974 1.3113 -0.9414 3.32 -0.64 2.23
C 3.7634 -0.0451 -1.1817 0.04 -0.02 0.00
C 3.4579 -0.6220 -2.5572 -0.03 0.01 -0.04
S 2.0928 0.2036 -3.4176 -0.07 -0.01 -0.02
C 2.9389 1.7050 -3.9874 0.02 -0.04 0.01
C 2.0264 2.9223 -3.9928 -0.04 0.05 0.01
S 1.4371 3.4817 -2.3785 -0.13 0.02 -0.12
C 2.9834 3.8550 -1.5204 -0.01 -0.01 -0.01
C 2.6767 4.3083 -0.1006 -0.01 0.02 0.07
S 1.8532 3.0704 0.9292 -0.03 0.03 -0.09
C 3.2441 1.9656 1.3140 -0.01 0.03 -0.01
C 2.8271 0.5029 1.4051 0.03 -0.04 -0.04
S 2.3082 -0.2755 -0.1430 -0.04 0.05 0.04
H 4.0193 1.0109 -1.2625 0.03 -0.01 -0.03
H 4.6148 -0.5690 -0.7402 0.00 0.01 -0.02
H 3.1529 -1.6661 -2.4696 0.01 0.00 0.00
H 4.3414 -0.5956 -3.1960 0.01 0.00 0.01
H 3.3060 1.5376 -5.0010 0.00 0.01 0.00
H 3.8074 1.8745 -3.3509 0.00 0.02 -0.01
H 1.1126 2.7168 -4.5535 0.01 0.00 -0.02
H 2.5293 3.7553 -4.4869 0.01 -0.01 0.00
H 3.5022 4.6474 -2.0644 -0.01 0.00 0.00
H 3.6227 2.9732 -1.5083 0.02 0.01 0.03
H 1.9864 5.1537 -0.1135 0.02 0.02 -0.01
H 3.5891 4.6456 0.3929 0.01 -0.01 -0.01
H 3.6565 2.2673 2.2780 0.01 -0.01 0.00
H 4.0284 2.1035 0.5694 0.00 -0.01 0.00
H 1.9585 0.3888 2.0538 -0.03 0.00 0.05
H 3.6430 -0.0818 1.8344 0.00 0.01 0.01
F -4.8566 1.5364 0.3517 0.15 0.02 0.07
C -4.5645 2.6628 -0.2729 -0.36 0.07 -0.08
F -5.5664 2.9407 -1.1099 0.07 -0.04 -0.02
F -4.4393 3.6617 0.5752 0.15 -0.06 0.05
S -3.0162 2.5093 -1.3183 -1.49 1.19 -0.20
O -1.9363 3.1492 -0.6031 -0.14 -0.01 0.06
O -3.3542 3.0396 -2.6027 -0.01 0.08 0.15
N -2.7722 0.9299 -1.3579 -0.57 -0.20 0.27
S -2.4716 0.4184 -2.8125 -0.86 -0.85 -1.41
O -3.5888 0.3358 -3.6860 0.15 0.04 -0.20
O -1.2091 0.9862 -3.2583 0.04 0.13 -0.51
C -1.9761 -1.3254 -2.5170 0.23 -0.28 0.14
F -0.7788 -1.3639 -1.8911 -0.33 0.10 -0.23
F -2.8628 -1.9931 -1.7998 -0.02 0.02 -0.01
F -1.8279 -1.9092 -3.7003 -0.08 0.02 0.03
C -3.1395 -3.5627 1.7549 -0.01 0.05 -0.04
N -2.4686 -2.3621 1.2806 -0.01 -0.04 0.02
C -3.3176 -1.1727 1.3061 -0.01 0.05 -0.07
P -0.8289 -2.1655 1.3813 0.03 -0.09 0.08
O -0.4105 -0.9264 0.6734 -0.12 0.07 -0.11
N -0.2569 -2.1406 2.9386 0.04 0.00 -0.01
C -0.4836 -3.2606 3.8360 0.01 -0.01 -0.01
C -0.1784 -0.8572 3.6315 0.01 -0.02 0.01
N -0.2429 -3.6266 0.8270 0.03 0.16 -0.08
C -0.7539 -4.1863 -0.4197 -0.01 -0.03 0.09
C 1.1866 -3.8803 0.9809 -0.02 -0.05 0.03
H -3.9528 -3.8251 1.0716 0.00 0.01 0.00
H -3.5749 -3.4130 2.7488 0.02 0.00 0.01
H -2.4465 -4.3987 1.7995 0.00 -0.03 0.00
H -4.0998 -1.2532 0.5469 0.00 -0.03 0.00
H -2.7356 -0.2757 1.1090 -0.05 -0.10 0.03
H -3.7962 -1.0548 2.2833 0.03 0.01 0.01
H -0.5256 -4.1937 3.2787 0.01 -0.03 0.01
H -1.4125 -3.1475 4.4069 -0.01 0.01 -0.01
H 0.3403 -3.3222 4.5518 0.00 0.00 0.00
H -0.1083 -0.0476 2.9152 0.04 -0.01 0.02
H 0.6980 -0.8492 4.2864 0.00 0.00 0.00
H -1.0648 -0.6717 4.2457 0.00 -0.02 0.00
H -1.8057 -3.9481 -0.5423 -0.03 0.00 -0.01
H -0.6392 -5.2728 -0.3961 -0.01 0.00 0.00
H -0.2060 -3.8082 -1.2885 0.02 0.02 -0.01
H 1.5393 -3.4933 1.9333 0.01 -0.01 0.00
H 1.7688 -3.4093 0.1816 0.00 0.01 -0.02
H 1.3592 -4.9584 0.9482 0.01 0.00 0.02
F -2.7608 1.8679 2.0600 -0.18 0.06 -0.13
B -1.4859 2.3106 2.4137 0.08 -0.02 0.11
F -1.1929 1.9614 3.7228 0.06 0.09 0.12
F -1.3070 3.6583 2.1693 -0.01 -0.01 0.03
F -0.5581 1.5619 1.5573 0.01 0.22 -0.24
```
Forces are in eV/Å.

[4]
The following is a DFT calculation (ωB97M-V/def2-TZVPD) of a structure of composition C16H34BNP2Re.

Output
Kohn-Sham gap (alpha / beta) = 6.18 / 6.29 eV
multiplicity = 4
energy above the lowest of the compared OMol25 structures with the same formula, charge and spin = 0.00 kJ/mol
calculated total energy = -1469.692832 Ha
total charge = +2
largest force on an atom = 5.45 eV Å⁻¹

XYZ file:
```
55
Properties=species:S:1:pos:R:3:forces:R:3
P 0.4298 3.3964 2.0477 0.27 3.50 1.66
P -0.6339 -0.3133 -1.3851 -2.15 -2.43 -4.38
C -1.4872 3.5163 1.4832 0.26 -1.36 -0.26
C -1.9982 2.0739 1.4088 -1.63 -0.05 -0.98
H -1.5635 4.0667 0.5328 0.30 -0.24 0.39
H -1.9068 4.0904 2.3188 0.20 -0.34 -0.08
H -2.4859 1.7407 2.3364 0.21 -0.13 -0.30
H -2.6214 1.8420 0.5348 -0.10 0.38 0.42
C -0.3953 1.4691 -1.7253 0.76 0.72 0.40
H -0.7394 1.6092 -2.7631 -0.09 -0.15 0.40
H 0.6576 1.7489 -1.6787 -0.13 0.07 -0.11
H -1.0067 2.1100 -1.0637 0.17 -0.18 -0.26
C -2.4965 -0.4080 -1.3998 0.16 0.17 0.45
H -2.9354 0.5932 -1.3020 0.09 -0.27 -0.10
H -2.8849 -1.0363 -0.5841 0.10 0.27 -0.40
H -2.8056 -0.8387 -2.3599 0.10 0.11 0.25
C 1.3712 4.7425 1.3016 0.19 -0.08 -0.62
H 2.2477 4.2893 0.8137 -0.19 0.20 0.12
H 1.7168 5.4693 2.0395 -0.17 -0.09 -0.02
H 0.7691 5.2381 0.5229 0.24 -0.11 0.31
C 0.2733 3.7166 3.8245 0.26 -0.24 0.09
H -0.0725 2.8000 4.3145 0.00 0.23 -0.05
H -0.4472 4.5281 4.0088 0.44 -0.13 -0.04
H 1.2655 3.9590 4.2166 -0.20 0.13 0.12
Re -0.0114 1.5023 1.2519 -2.28 0.12 0.61
C 0.1598 -4.6272 -0.4080 0.27 -0.30 -0.78
C 0.5701 -4.3882 -1.6722 -0.25 -0.44 0.67
C -0.2316 -3.5929 -2.6863 0.02 0.04 -0.32
C 0.4468 -2.3032 -3.2949 0.14 -0.84 -0.73
C -0.2008 -0.9892 -3.0777 0.17 1.21 0.42
C -0.1452 -1.9547 -0.7963 1.72 2.67 3.18
C -0.8174 -2.4979 0.3940 -0.54 -0.40 0.38
C -1.0871 -3.9975 0.1553 -0.51 -0.23 0.18
C 0.2842 0.3656 2.8903 0.39 -0.48 1.26
H 0.7061 -5.2933 0.2663 0.06 0.27 -0.42
H 1.4850 -4.8545 -2.0522 -0.27 0.15 0.21
H -1.2220 -3.3252 -2.2938 0.10 -0.15 -0.15
H -0.4354 -4.2687 -3.5395 0.05 0.26 0.36
H 1.4961 -2.2363 -2.9526 -0.14 -0.08 -0.10
H 0.5026 -2.4700 -4.3901 0.10 0.30 0.56
H -0.1399 -0.2607 -3.8917 -0.13 -0.15 0.18
H 0.9488 -2.0549 -0.7812 -0.42 -0.32 -0.59
H -1.7490 -1.9590 0.5823 0.08 -0.27 0.26
H -0.1422 -2.3385 1.2625 -0.21 -0.29 -0.36
H -1.4376 -4.4798 1.0862 0.30 0.22 -0.47
H -1.9143 -4.0770 -0.5752 0.27 -0.01 0.42
H 0.1552 -0.6863 2.5487 0.10 0.41 0.05
H -0.4257 0.5335 3.7212 0.21 0.06 -0.35
H 1.3078 0.4445 3.3123 -0.45 -0.10 -0.18
B 3.6807 -0.3485 -0.6343 0.65 -0.17 -0.25
C 2.5153 0.3954 -0.0481 -0.57 -0.05 0.32
N 1.5743 0.9185 0.4389 2.42 -1.63 -1.48
H 4.3311 -0.7073 0.3319 -0.15 0.06 -0.15
H 4.2934 0.4522 -1.3165 -0.13 -0.17 0.06
H 3.2516 -1.3041 -1.2744 -0.08 0.32 0.16
```
Forces are in eV/Å.